A 2-piece molecular cluster, C2H8N2O2 overall in a non-equilibrium geometry, computed with wB97M-V/def2-TZVPD.

Output
Multiplicity ... 2
LUMO energy (alpha / beta) ... -3.47 / -8.61 eV
Net charge ... +1
Energy above the lowest of the compared OMol25 structures with the same formula, charge and spin ... 56.9 kJ/mol
Orbital gap (alpha / beta) ... 10.79 / 5.65 eV

Geometry (Å):
N: 2.06587 1.24759 0.04215
C: 1.33723 1.44414 1.26952
N: 0.60808 0.19877 1.56494
H: 2.80279 0.54245 0.12773
H: 1.50819 0.92475 -0.75442
H: 2.03955 1.63324 2.07807
H: 0.65212 2.28439 1.22013
H: -0.15581 0.08544 0.89021
H: 1.17761 -0.62899 1.35634
O: -0.95127 -2.10262 -1.36048
C: -2.03446 -1.73637 -1.68260
O: -2.81852 -1.01293 -0.85692
H: -2.53994 -1.97681 -2.62744
H: -3.69145 -0.90304 -1.26723

Atom charges from the natural (NBO) analysis, given in e for atoms 1 to 6: atom 1 (N): -0.481, atom 2 (C): -0.129, atom 3 (N): -0.461, atom 4 (H): 0.397, atom 5 (H): 0.400, atom 6 (H): 0.238

A 2-piece molecular cluster, C2H8N2O2S overall in a non-equilibrium geometry, computed with wB97M-V/def2-TZVPD.

Output
LUMO energy ... 0.36 eV
Energy above the lowest of the compared OMol25 structures with the same formula, charge and spin ... 328.5 kJ/mol
Orbital gap ... 9.05 eV

Geometry (Å):
C: -1.05934 -2.51609 0.96740
C: -0.45506 1.70362 0.00386
N: 1.52217 1.75006 -1.57297
N: 0.12189 -2.14494 1.65511
O: 0.42013 -0.52401 -1.25538
O: 0.49066 -1.00774 1.56142
S: 0.92735 0.63473 -0.46602
H: -0.69253 -2.82123 0.03936
H: -1.48853 -3.33557 1.46907
H: -1.67458 -1.60840 0.78252
H: -1.37405 1.26262 0.31105
H: -0.09800 2.46198 0.75607
H: -0.73056 2.32239 -0.79894
H: 2.16430 1.40617 -2.30960
H: 1.92615 2.41641 -1.14295

Atom charges from the natural (NBO) analysis, given in e for atoms 1 to 6: atom 1 (C): -0.515, atom 2 (C): -0.855, atom 3 (N): -1.041, atom 4 (N): 0.151, atom 5 (O): -0.979, atom 6 (O): -0.310